No. 1
The following is a DFT calculation (the ωB97M-V functional and the def2-TZVPD basis) of 2 unconnected molecules or ions with the total composition C5H13OS.

Output
LUMO   3.03 eV
Total energy   -671.71485 Eh
ΔE to the lowest compared entry with this formula, charge and spin   135.2 kJ/mol
Kohn-Sham gap   5.71 eV
Maximum force   0.46 eV Å⁻¹

ORCA input file:
```
! wB97M-V def2-TZVPD RIJCOSX def2/J DEFGRID3
* xyz -1 1
C 0.094 1.552 -1.113
O 0.503 0.433 -1.747
C -1.302 1.416 -0.443
C -2.335 0.931 -1.439
H 0.018 2.451 -1.784
H 0.793 1.888 -0.292
H -1.604 2.363 0.020
H -1.206 0.678 0.364
H -3.311 0.726 -0.984
H -1.950 0.034 -1.924
H -2.494 1.676 -2.224
C 1.371 -1.688 0.179
C 1.345 -1.219 1.627
S 1.891 -2.582 2.716
H 0.729 -2.559 0.043
H 2.392 -1.937 -0.121
H 1.026 -0.852 -0.472
H 1.998 -0.360 1.766
H 0.336 -0.921 1.903
H 1.705 -2.028 3.926
*
```

No. 2
The following is a DFT calculation (the ωB97M-V functional and the def2-TZVPD basis) of a molecular structure, C5H13P at a distorted geometry.

Output
LUMO   1.05 eV
Total energy   -539.60001 Eh
ΔE to the lowest compared entry with this formula, charge and spin   80.9 kJ/mol
Kohn-Sham gap   10.38 eV
Maximum force   4.48 eV Å⁻¹

ORCA input file:
```
! wB97M-V def2-TZVPD RIJCOSX def2/J DEFGRID3
* xyz 0 1
C -0.883 0.169 -1.322
C -1.413 -0.702 0.952
C 0.950 1.631 0.424
C -0.317 -0.567 -0.108
C 0.932 0.117 0.485
P 2.581 -0.559 0.005
H -1.332 1.114 -1.025
H -1.650 -0.437 -1.795
H -0.111 0.374 -2.059
H -1.084 -1.336 1.772
H -2.311 -1.144 0.524
H -1.670 0.276 1.359
H 0.014 2.058 0.774
H 1.762 2.024 1.041
H 1.114 1.965 -0.603
H -0.032 -1.579 -0.425
H 0.783 -0.211 1.866
H 2.431 -0.348 -1.367
H 2.181 -1.889 -0.114
*
```

No. 3
The following is a DFT calculation (the ωB97M-V functional and the def2-TZVPD basis) of 2 unconnected molecules or ions with the total composition C5H13S2 at a distorted geometry.

Output
LUMO   3.12 eV
Total energy   -994.68789 Eh
ΔE to the lowest compared entry with this formula, charge and spin   65.5 kJ/mol
Kohn-Sham gap   5.42 eV
Maximum force   1.24 eV Å⁻¹

ORCA input file:
```
! wB97M-V def2-TZVPD RIJCOSX def2/J DEFGRID3
* xyz -1 1
C 1.933 -0.340 -1.433
C 2.046 1.151 -1.726
C 2.040 1.997 -0.445
S 0.539 1.812 0.579
H 2.850 -0.771 -1.013
H 1.731 -0.933 -2.326
H 1.176 -0.424 -0.655
H 2.925 1.404 -2.351
H 1.201 1.445 -2.362
H 2.136 3.058 -0.712
H 2.937 1.769 0.144
C -2.010 -0.212 1.608
C -2.292 -1.703 1.386
S -1.591 -2.248 -0.214
H -2.296 0.440 0.781
H -0.943 -0.093 1.775
H -2.608 0.148 2.458
H -1.729 -2.188 2.189
H -3.373 -1.834 1.451
H -1.516 -3.526 0.187
*
```

No. 4
The following is a DFT calculation (the ωB97M-V functional and the def2-TZVPD basis) of 2 unconnected molecules or ions with the total composition C5H14 at a distorted geometry.

Output
LUMO (alpha / beta)   4.26 / 4.35 eV
Total energy   -198.79611 Eh
ΔE to the lowest compared entry with this formula, charge and spin   95.6 kJ/mol
Kohn-Sham gap (alpha / beta)   2.67 / 11.35 eV
Maximum force   3.40 eV Å⁻¹

ORCA input file:
```
! wB97M-V def2-TZVPD RIJCOSX def2/J DEFGRID3
* xyz -1 2
C -1.973 -0.030 0.377
C -2.191 0.208 1.901
H -1.222 -0.795 0.308
H -2.957 -0.252 -0.032
H -1.668 0.885 -0.151
H -1.384 -0.061 2.577
H -3.069 -0.356 2.215
H -2.466 1.264 2.061
C 2.030 -0.148 -1.208
C 1.790 -0.882 0.104
C 0.825 0.880 -1.500
H 3.021 0.235 -1.435
H 1.851 -0.894 -2.010
H 2.209 -0.337 0.960
H 1.198 1.732 -2.081
H 2.485 -1.743 0.154
H 0.780 -1.271 0.126
H 0.033 0.229 -1.859
H 0.708 1.335 -0.509
*
```

No. 5
The following is a DFT calculation (the ωB97M-V functional and the def2-TZVPD basis) of 2 unconnected molecules or ions with the total composition C5H14 at a distorted geometry.

Output
LUMO (alpha / beta)   4.21 / 4.21 eV
Total energy   -198.81019 Eh
ΔE to the lowest compared entry with this formula, charge and spin   58.7 kJ/mol
Kohn-Sham gap (alpha / beta)   2.66 / 11.52 eV
Maximum force   2.67 eV Å⁻¹

ORCA input file:
```
! wB97M-V def2-TZVPD RIJCOSX def2/J DEFGRID3
* xyz -1 2
C -2.610 -1.635 1.014
C -2.699 -0.122 1.034
H -3.280 -2.083 1.762
H -2.831 -2.033 0.030
H -1.570 -1.965 1.206
H -1.892 0.483 1.455
H -2.779 0.216 -0.008
H -3.663 0.285 1.428
C 1.579 0.433 -1.182
C 3.113 0.256 -1.139
C 1.046 1.139 0.056
H 1.434 1.101 -2.059
H 1.135 -0.503 -1.519
H 3.293 -0.689 -0.553
H 0.842 0.416 0.871
H 1.698 1.887 0.496
H 0.036 1.511 -0.085
H 3.470 0.281 -2.172
H 3.677 1.022 -0.635
*
```

No. 6
The following is a DFT calculation (the ωB97M-V functional and the def2-TZVPD basis) of 2 unconnected molecules or ions with the total composition C5H14 at a distorted geometry.

Output
LUMO (alpha / beta)   4.11 / 4.05 eV
Total energy   -198.81361 Eh
ΔE to the lowest compared entry with this formula, charge and spin   49.7 kJ/mol
Kohn-Sham gap (alpha / beta)   2.56 / 11.59 eV
Maximum force   1.76 eV Å⁻¹

ORCA input file:
```
! wB97M-V def2-TZVPD RIJCOSX def2/J DEFGRID3
* xyz -1 2
C -1.186 2.136 1.546
C -1.616 1.503 0.225
H -0.947 1.381 2.304
H -0.428 2.893 1.403
H -2.025 2.589 2.094
H -2.326 2.173 -0.275
H -2.196 0.585 0.350
H -0.761 1.337 -0.420
C 1.100 -1.089 -1.216
C 0.518 -2.475 -0.961
C 1.533 -0.364 0.054
H 1.893 -1.161 -1.966
H 0.357 -0.506 -1.766
H 1.019 -2.894 -0.085
H 2.300 0.387 -0.181
H 0.733 0.304 0.354
H 0.690 -3.211 -1.714
H -0.509 -2.582 -0.612
H 1.850 -1.005 0.868
*
```

No. 7
The following is a DFT calculation (the ωB97M-V functional and the def2-TZVPD basis) of 2 unconnected molecules or ions with the total composition C5H14 at a distorted geometry.

Output
LUMO   1.13 eV
Total energy   -198.88065 Eh
ΔE to the lowest compared entry with this formula, charge and spin   22.3 kJ/mol
Kohn-Sham gap   12.43 eV
Maximum force   1.03 eV Å⁻¹
Structure (SMILES)   CCC.CC

ORCA input file:
```
! wB97M-V def2-TZVPD RIJCOSX def2/J DEFGRID3
* xyz 0 1
C 1.703 0.029 1.074
C 0.974 -1.197 1.643
C 0.563 -2.241 0.604
H 1.549 0.164 0.004
H 2.747 0.045 1.377
H 1.309 0.947 1.525
H 1.624 -1.687 2.368
H 0.073 -0.895 2.177
H 0.023 -3.031 1.122
H -0.159 -1.847 -0.119
H 1.423 -2.655 0.081
C -0.968 1.307 -0.950
C -1.963 1.754 -2.013
H -0.837 2.083 -0.184
H -1.351 0.465 -0.382
H 0.000 1.157 -1.415
H -2.071 1.025 -2.816
H -1.663 2.702 -2.468
H -2.975 1.875 -1.627
*
```

No. 8
The following is a DFT calculation (the ωB97M-V functional and the def2-TZVPD basis) of 2 unconnected molecules or ions with the total composition C5H14 at a distorted geometry.

Output
LUMO   1.12 eV
Total energy   -198.87003 Eh
ΔE to the lowest compared entry with this formula, charge and spin   50.2 kJ/mol
Kohn-Sham gap   12.20 eV
Maximum force   1.72 eV Å⁻¹
Structure (SMILES)   CCC.CC

ORCA input file:
```
! wB97M-V def2-TZVPD RIJCOSX def2/J DEFGRID3
* xyz 0 1
C -1.163 -0.681 1.060
C -0.303 0.408 1.721
C -1.074 1.446 2.520
H -1.797 -0.123 0.358
H -1.769 -1.276 1.728
H -0.490 -1.270 0.450
H 0.632 0.087 2.193
H 0.135 0.881 0.842
H -1.755 2.034 1.896
H -1.641 1.159 3.399
H -0.278 2.102 2.903
C 1.104 -0.872 -1.696
C 1.293 -0.335 -3.115
H 1.749 -1.693 -1.398
H 1.394 -0.077 -1.002
H 0.072 -1.092 -1.443
H 1.277 -1.195 -3.777
H 2.174 0.261 -3.271
H 0.440 0.236 -3.369
*
```

No. 9
The following is a DFT calculation (the ωB97M-V functional and the def2-TZVPD basis) of 2 unconnected molecules or ions with the total composition C5H14 at a distorted geometry.

Output
LUMO   1.16 eV
Total energy   -198.87253 Eh
ΔE to the lowest compared entry with this formula, charge and spin   43.7 kJ/mol
Kohn-Sham gap   12.52 eV
Maximum force   1.85 eV Å⁻¹
Structure (SMILES)   CCC.CC

ORCA input file:
```
! wB97M-V def2-TZVPD RIJCOSX def2/J DEFGRID3
* xyz 0 1
C 1.609 -2.047 0.021
C 0.708 -1.230 -0.892
C 1.259 0.171 -1.188
H 1.134 -2.967 0.362
H 1.930 -1.503 0.909
H 2.536 -2.306 -0.496
H 0.526 -1.695 -1.838
H -0.240 -1.100 -0.371
H 1.075 0.961 -0.467
H 2.280 0.161 -1.569
H 0.642 0.561 -2.013
C -2.074 0.795 1.183
C -1.211 1.961 0.706
H -1.584 -0.171 1.244
H -2.657 0.994 2.078
H -2.905 0.599 0.489
H -0.199 1.825 1.075
H -1.479 2.931 1.134
H -1.349 2.059 -0.368
*
```

No. 10
The following is a DFT calculation (the ωB97M-V functional and the def2-TZVPD basis) of 2 unconnected molecules or ions with the total composition C5H14 at a distorted geometry.

Output
LUMO   1.12 eV
Total energy   -198.88019 Eh
ΔE to the lowest compared entry with this formula, charge and spin   23.5 kJ/mol
Kohn-Sham gap   12.42 eV
Maximum force   1.11 eV Å⁻¹
Structure (SMILES)   CCC.CC

ORCA input file:
```
! wB97M-V def2-TZVPD RIJCOSX def2/J DEFGRID3
* xyz 0 1
C 1.794 -0.865 0.544
C 0.408 -1.436 0.801
C 0.161 -2.748 0.036
H 2.010 -0.871 -0.529
H 2.576 -1.367 1.109
H 1.861 0.193 0.834
H 0.305 -1.644 1.873
H -0.391 -0.749 0.542
H 1.079 -3.139 -0.407
H -0.231 -3.544 0.669
H -0.607 -2.619 -0.726
C -1.567 2.159 -0.010
C -0.705 2.529 -1.194
H -2.638 2.152 -0.199
H -1.313 1.158 0.347
H -1.397 2.805 0.853
H -0.656 1.770 -1.979
H -1.002 3.465 -1.688
H 0.314 2.752 -0.878
*
```

No. 11
The following is a DFT calculation (the ωB97M-V functional and the def2-TZVPD basis) of 2 unconnected molecules or ions with the total composition C5H14.

Output
LUMO   1.14 eV
Total energy   -198.88544 Eh
ΔE to the lowest compared entry with this formula, charge and spin   9.8 kJ/mol
Kohn-Sham gap   12.45 eV
Maximum force   0.81 eV Å⁻¹
Structure (SMILES)   CCC.CC

ORCA input file:
```
! wB97M-V def2-TZVPD RIJCOSX def2/J DEFGRID3
* xyz 0 1
C 1.795 -0.356 0.725
C 1.099 -1.367 1.620
C -0.310 -0.976 2.052
H 1.896 0.601 1.236
H 1.219 -0.152 -0.185
H 2.764 -0.731 0.402
H 1.138 -2.363 1.181
H 1.680 -1.484 2.541
H -0.903 -0.676 1.199
H -0.865 -1.816 2.475
H -0.296 -0.142 2.750
C -1.628 1.057 -1.396
C -0.662 1.306 -2.564
H -2.245 0.190 -1.625
H -1.061 0.912 -0.484
H -2.327 1.885 -1.285
H -1.190 1.148 -3.502
H 0.190 0.632 -2.556
H -0.293 2.333 -2.585
*
```

No. 12
The following is a DFT calculation (the ωB97M-V functional and the def2-TZVPD basis) of 2 unconnected molecules or ions with the total composition C5H14 at a distorted geometry.

Output
LUMO   1.14 eV
Total energy   -198.87434 Eh
ΔE to the lowest compared entry with this formula, charge and spin   38.9 kJ/mol
Kohn-Sham gap   12.48 eV
Maximum force   1.35 eV Å⁻¹
Structure (SMILES)   CCC.CC

ORCA input file:
```
! wB97M-V def2-TZVPD RIJCOSX def2/J DEFGRID3
* xyz 0 1
C -0.361 0.780 1.864
C -0.416 1.919 0.844
C -1.526 1.729 -0.201
H -0.857 -0.112 1.478
H -0.946 0.976 2.769
H 0.661 0.517 2.134
H -0.545 2.890 1.320
H 0.534 1.988 0.324
H -1.308 2.319 -1.081
H -1.640 0.677 -0.439
H -2.494 2.081 0.154
C 1.049 -1.438 -0.870
C 1.180 -2.786 -1.564
H 1.921 -0.852 -1.141
H 0.065 -0.978 -0.912
H 1.075 -1.592 0.204
H 0.455 -3.543 -1.290
H 2.146 -3.225 -1.265
H 1.330 -2.727 -2.643
*
```